No. 1
ORCA calculation (ωB97M-V/def2-TZVPD) on C23H66BF4N4O11Pt as an isolated structure at a distorted geometry.

Geometry as XYZ:
```
110
Properties=species:S:1:pos:R:3:mulliken_spin:R:1
Pt -1.64047 -2.85286 -0.63398 1.54
B -0.13535 -0.10642 -1.41375 0.07
F 1.01979 0.18303 -0.72938 0.00
F 0.13500 -0.81969 -2.52965 -0.01
F -0.90201 -0.85813 -0.54249 0.01
F -0.87576 0.99015 -1.64776 0.00
C 0.16533 2.26962 -4.84518 0.00
C 0.93551 2.94222 -3.63132 0.00
O 2.32009 2.92575 -3.91859 0.00
O 0.33614 3.07457 -5.94503 0.00
H -0.88925 2.10744 -4.62235 0.00
H 0.52513 1.25180 -4.99579 0.00
H 0.81166 2.28004 -2.77442 0.00
H 0.64563 3.95414 -3.34830 0.00
H 2.50678 3.68442 -4.47640 0.00
H 1.27991 3.10038 -6.11888 0.00
C -1.27311 4.38633 -0.16356 0.00
C -2.48833 3.50353 -0.15833 0.00
O -3.51831 4.21507 0.49724 0.00
O -1.34517 5.44718 -1.11207 0.00
H -0.44885 3.73569 -0.45570 0.00
H -0.99727 4.71676 0.83786 0.00
H -2.35964 2.55907 0.37038 0.00
H -2.78513 3.25527 -1.17733 0.00
H -3.88437 4.79147 -0.17757 0.00
H -0.73833 6.11836 -0.79137 0.00
C 0.26228 -3.84995 -2.98110 0.00
C 0.93357 -4.14798 -1.58410 0.01
O 0.48108 -3.26776 -0.60233 0.09
O -1.12968 -3.50909 -2.97926 0.04
H 0.39271 -4.72095 -3.62331 0.00
H 0.85054 -3.10136 -3.51181 0.00
H 2.01571 -4.02961 -1.52870 0.00
H 0.71893 -5.17361 -1.28392 0.00
H 1.25007 -2.86963 -0.18791 -0.02
H -1.31045 -3.18436 -3.86439 0.00
C 3.06400 -0.38437 -3.87798 0.00
O 2.57290 -1.52632 -3.24191 0.00
H 2.25373 0.04483 -4.46733 0.00
H 3.38865 0.33303 -3.12429 0.00
H 3.85635 -0.66020 -4.57383 0.00
H 1.83076 -1.18980 -2.73439 0.00
C 0.40799 5.91764 3.97322 0.08
C 1.56332 5.02917 4.35422 0.03
C 2.27868 4.37800 3.18326 0.04
O 1.44926 3.34089 2.65461 0.00
C 2.03079 2.75851 1.46800 0.00
N 2.51546 5.83343 5.04579 0.77
H 0.79671 6.83681 3.53490 -0.01
H -0.08013 6.13664 4.92289 0.00
H -0.19742 5.37503 3.24716 -0.01
H 1.19827 4.27179 5.04791 0.11
H 3.15107 3.82340 3.52889 0.00
H 2.61494 5.19707 2.54753 -0.01
H 2.02246 3.44012 0.61745 0.00
H 1.39218 1.90923 1.22511 0.00
H 3.07332 2.49170 1.64135 0.00
H 3.26110 5.18596 5.25768 0.00
H 2.04405 6.14646 5.88238 0.00
C 4.10299 -0.64555 -0.10560 0.00
C 3.68666 -2.15075 0.24696 0.00
C 4.47744 -2.93593 1.27191 0.00
O 5.80252 -3.24983 0.77719 0.00
C 6.67200 -3.99950 1.66312 0.00
N 2.34500 -1.94130 0.82716 0.00
H 3.44118 -0.11942 -0.79356 0.00
H 5.12773 -0.68736 -0.47474 0.00
H 4.22592 -0.10324 0.83189 0.00
H 3.68256 -2.67926 -0.70633 0.00
H 3.97715 -3.79275 1.72321 0.00
H 4.66353 -2.28992 2.12990 0.00
H 6.24200 -4.90830 2.08418 0.00
H 6.89842 -3.41566 2.55528 0.00
H 7.61880 -4.19983 1.16158 0.00
H 1.85408 -1.14658 0.44309 0.00
H 2.59079 -1.63363 1.75722 0.00
C -3.12587 -0.38782 -3.12092 0.00
C -3.80890 -0.59994 -1.81544 -0.02
C -5.34666 -0.40758 -1.91855 0.01
O -5.94975 -0.60015 -0.56248 0.00
C -7.32874 -0.59890 -0.62875 0.00
N -3.59975 -2.00700 -1.37366 0.12
H -2.14050 -0.81998 -3.29523 0.00
H -3.00590 0.68260 -3.28800 0.00
H -3.65881 -0.76543 -3.99356 0.00
H -3.46960 0.12567 -1.07622 -0.01
H -5.75085 -1.10192 -2.65518 0.00
H -5.48111 0.64974 -2.14682 0.00
H -7.70075 -1.31480 -1.36168 0.00
H -7.68929 0.40301 -0.86173 0.00
H -7.72362 -0.84451 0.35707 0.00
H -4.17637 -2.58158 -1.97155 0.00
H -4.22771 -2.04149 -0.58337 0.00
C -0.74403 -1.35698 3.05554 0.00
C -1.09896 -2.61884 2.31185 0.04
C -1.47562 -3.80731 3.16765 0.00
O -2.72450 -3.61687 3.83204 0.00
C -2.99687 -4.51047 4.86521 0.00
N -2.23241 -2.35758 1.39372 0.13
H 0.13492 -1.47086 3.69003 0.00
H -1.53964 -1.03271 3.72633 0.00
H -0.60946 -0.55812 2.32629 0.00
H -0.25176 -2.79453 1.64892 -0.02
H -0.58061 -4.08890 3.72241 0.00
H -1.55046 -4.71535 2.56935 0.00
H -2.27131 -4.44181 5.67574 0.00
H -2.97130 -5.57734 4.64333 0.00
H -3.95665 -4.23732 5.30374 0.00
H -2.97726 -2.87237 1.84128 -0.01
H -2.73193 -1.52371 1.66804 0.00
```

Output
⟨S²⟩   3.757
HOMO (alpha / beta)   -12.91 / -12.91 eV
Charge   +2
E_LUMO (alpha / beta)   -4.804 / -10.682 eV
2S+1   4

***

No. 2
ORCA calculation (ωB97M-V/def2-TZVPD) on a 15-piece molecular cluster, C23H66O18 overall at a distorted geometry.

Geometry as XYZ:
```
107
Properties=species:S:1:pos:R:3:mulliken_charge:R:1
C -5.06955 0.15049 -3.65353 -0.77
C -5.02061 -1.10633 -4.16276 -0.23
C -3.74735 -1.89724 -4.45079 -0.17
C -3.53282 -2.59275 -3.15620 0.64
C -2.63028 -2.34077 -2.19819 0.61
O -1.59928 -1.56367 -2.02200 -0.39
C -1.45297 -0.38208 -2.84230 -0.17
C -0.51930 -0.52246 -4.03555 -1.09
C -3.19277 -3.03776 -0.98997 0.10
O -3.19364 -2.53221 0.07631 -0.46
O -4.19545 -3.93481 -1.31959 -0.36
C -4.22647 -3.82777 -2.70434 -0.17
O -4.41244 -4.74344 -3.41227 -0.48
H -4.83073 1.02958 -4.24473 0.29
H -5.51597 0.36918 -2.68821 0.24
H -5.97216 -1.62403 -4.28342 0.37
H -4.02370 -2.62408 -5.21068 0.43
H -2.95306 -1.22704 -4.74245 0.04
H -2.43863 -0.00088 -3.09125 0.21
H -0.96292 0.31159 -2.16721 0.41
H 0.47496 -0.75137 -3.67162 0.30
H -0.50193 0.38829 -4.61288 0.30
H -0.80492 -1.37552 -4.64983 0.24
C 3.12597 0.04902 -5.22133 -0.56
O 1.89374 0.76455 -5.15105 -0.42
H 2.90578 -1.00668 -5.35316 0.22
H 3.72124 0.40398 -6.06679 0.28
H 3.68731 0.18461 -4.29425 0.25
H 2.11242 1.69417 -5.03431 0.25
C -0.96512 -0.92078 2.03173 -0.63
O -0.79268 -0.38991 0.72485 -0.36
H -0.46781 -0.26057 2.73966 0.14
H -2.03102 -0.97292 2.27350 0.33
H -0.52160 -1.91748 2.09961 0.33
H -1.23638 -0.98373 0.10817 0.21
C 1.95494 -2.61689 -1.07317 -0.32
O 2.65535 -2.02264 -2.16846 -0.52
H 1.12363 -3.19703 -1.47179 0.26
H 2.62186 -3.27905 -0.51805 0.18
H 1.57020 -1.84237 -0.41167 0.17
H 3.38558 -1.51671 -1.80023 0.28
C -2.62908 3.69577 -4.87700 -0.51
O -2.95587 2.33997 -5.19288 -0.42
H -3.52517 4.18381 -4.50116 0.26
H -1.85396 3.72225 -4.10533 0.26
H -2.27911 4.21679 -5.76934 0.20
H -2.15500 1.92150 -5.52264 0.23
C -2.38662 1.96692 4.29628 -0.45
O -2.20975 2.49123 2.98203 -0.48
H -1.89279 2.62713 5.00388 0.25
H -3.45141 1.91630 4.53513 0.18
H -1.94270 0.96960 4.36245 0.23
H -2.65115 1.89659 2.36761 0.26
C 5.75048 -4.42474 0.39541 -0.68
O 4.72951 -3.78187 1.14594 -0.42
H 6.37854 -3.65883 -0.05415 0.28
H 6.36471 -5.05295 1.04636 0.23
H 5.31316 -5.03829 -0.39686 0.27
H 4.17833 -4.47227 1.53875 0.22
C -5.20602 4.34669 5.88668 -0.53
O -4.24047 3.97606 6.87396 -0.52
H -5.34946 3.50387 5.21207 0.26
H -6.15256 4.59129 6.36772 0.28
H -4.84624 5.20081 5.32310 0.23
H -4.12873 4.73293 7.45609 0.29
C -0.97432 6.87225 -7.02491 -0.55
O -1.28457 5.52005 -7.35334 -0.50
H -1.87877 7.34528 -6.65173 0.22
H -0.20407 6.91100 -6.25045 0.26
H -0.62793 7.41049 -7.91036 0.27
H -0.47774 5.11246 -7.68273 0.28
C 3.26225 -0.29778 1.98756 -0.54
O 2.94053 -1.64133 1.64349 -0.34
H 2.37173 0.17205 2.40041 0.13
H 4.05986 -0.27307 2.73355 0.28
H 3.57755 0.25538 1.09824 0.29
H 3.73902 -2.04598 1.27684 0.23
C 2.73572 -6.61822 3.19645 -0.56
O 2.95081 -6.06100 1.89617 -0.45
H 3.20900 -5.96935 3.92861 0.23
H 1.66586 -6.67691 3.40586 0.29
H 3.18137 -7.61285 3.25433 0.26
H 2.52799 -6.64153 1.25687 0.24
C -7.11890 7.37563 4.67897 -0.55
O -6.15625 7.02474 5.67030 -0.45
H -7.24661 6.52256 4.01690 0.23
H -8.07840 7.61385 5.14441 0.26
H -6.77307 8.23213 4.09540 0.26
H -6.05039 7.78564 6.25016 0.26
C 6.01433 1.93014 4.24409 -0.62
O 5.13827 2.10630 3.13299 -0.46
H 5.77257 0.98246 4.71810 0.21
H 7.05359 1.90890 3.90854 0.29
H 5.88059 2.73740 4.96791 0.27
H 5.36606 2.94811 2.72268 0.27
C 6.04304 -9.49399 2.50044 -0.54
O 5.59177 -8.78102 3.64855 -0.49
H 5.57288 -10.47386 2.50522 0.23
H 5.76011 -8.96570 1.58582 0.24
H 7.12833 -9.61840 2.52907 0.27
H 6.01416 -7.91675 3.63345 0.28
C 1.68905 3.87265 2.25501 -0.43
O 2.81480 3.34451 1.55947 -0.47
H 1.08054 4.42540 1.54406 0.22
H 1.08898 3.06592 2.68230 0.16
H 2.01294 4.55057 3.05029 0.27
H 3.34726 2.85682 2.19708 0.30
```

Output
HOMO   -7.85 eV
E_LUMO   -0.056 eV
2S+1   1